1.
A structure of composition C22H35N5RhS2, computed with ωB97M-V/def2-TZVPD.

## Properties
2S+1	5
energy relative to the best compared isomer or geometry (same formula, charge and spin)	0.0	kcal per mole
molecular weight	536.60	g mol⁻¹
<S²>	6.02
gap between HOMO and LUMO (spin up / spin down)	9.3 / 5.2	eV
HOMO (spin up / spin down)	-17.3 / -17.3	eV
charge	+3

The geometry in XYZ format:
```
65
C22H35N5RhS2 | the OMol25 dataset | ωB97M-V/def2-TZVPD
Rh 0.14079 -0.17270 -0.44548
C -1.78308 -2.50061 0.17286
N -1.51766 -1.53546 -0.91874
C -1.14535 -2.27102 -2.15168
C -2.69796 -0.65806 -1.14012
C -2.33278 0.57517 -1.94404
N -1.26216 1.37081 -1.28381
C -1.79556 2.13271 -0.13201
C -0.66110 2.31577 -2.25257
H -2.62100 -3.14837 -0.09646
H -2.03104 -1.96524 1.08787
H -0.90160 -3.12054 0.33234
H -1.97862 -2.90230 -2.47142
H -0.28310 -2.90348 -1.94924
H -0.90832 -1.57997 -2.95985
H -3.09254 -0.38271 -0.16157
H -3.48270 -1.21948 -1.65491
H -3.21992 1.19955 -2.08399
H -1.97827 0.30242 -2.93800
H -2.56980 2.82630 -0.47020
H -0.99211 2.71215 0.32058
H -2.23059 1.46464 0.60965
H -1.42141 3.01480 -2.60921
H -0.25428 1.76784 -3.09954
H 0.13258 2.87897 -1.76541
S 1.87812 -0.27089 -1.94725
C 3.37799 0.36608 -1.25811
N 3.43418 0.87583 -0.04595
C 4.68125 1.40872 0.53399
C 5.86756 0.70735 -0.10454
C 5.76794 0.77906 -1.61692
N 4.43432 0.30242 -2.03511
H 2.59123 0.89452 0.50950
H 4.64098 1.22466 1.60541
H 4.71188 2.48608 0.36318
H 5.90061 -0.33466 0.21888
H 6.79163 1.18376 0.21782
H 6.50427 0.13838 -2.09718
H 5.90314 1.79580 -1.98849
H 4.32924 -0.09729 -2.95755
N 0.38786 0.19710 1.52035
S 1.00154 -0.94324 2.54897
C 2.53020 -0.34018 3.21462
C 3.63043 -1.17639 3.05586
C 4.83364 -0.81694 3.65360
C 4.91430 0.35742 4.38916
C 3.80671 1.19504 4.52383
C 2.60014 0.84695 3.94150
C -0.09662 -0.89492 3.95626
C -1.43687 -0.58402 3.76136
C -2.29334 -0.63260 4.84994
C -1.81389 -1.00786 6.09859
C -0.47464 -1.33427 6.26896
C 0.40051 -1.28173 5.19524
H 0.01011 1.01676 1.99093
H 3.54582 -2.10665 2.50756
H 5.69276 -1.46798 3.56482
H 5.84478 0.62349 4.87389
H 3.88176 2.10241 5.10792
H 1.72255 1.46473 4.09362
H -1.81410 -0.30134 2.78710
H -3.33724 -0.38117 4.72250
H -2.48810 -1.04891 6.94308
H -0.10634 -1.62950 7.24172
H 1.44354 -1.53389 5.33291
```

Formally, the natural (NBO) partial charges of the atoms, in units of the elementary charge, are as follows: Rh 1.149; C -0.434; N -0.432; C -0.446; C -0.259; C -0.263; N -0.419; C -0.444; C -0.426; H 0.241; H 0.216; H 0.229; H 0.244; H 0.234; H 0.217; H 0.223; H 0.253; H 0.252; H 0.230; H 0.243; H 0.224; H 0.210; H 0.235; H 0.224; H 0.223; S 0.038; C 0.367; N -0.544; C -0.227; C -0.438; C -0.230; N -0.509; H 0.430; H 0.240; H 0.231; H 0.228; H 0.273; H 0.258; H 0.237; H 0.447; N -1.122; S 1.078; C -0.217; C -0.217; C -0.206; C -0.148; C -0.177; C -0.233; C -0.185; C -0.262; C -0.167; C -0.145; C -0.164; C -0.230; H 0.410; H 0.242; H 0.255; H 0.258; H 0.257; H 0.241; H 0.208; H 0.246; H 0.256; H 0.256; H 0.242



2.
A structure of composition C22H35N8O2Ti, computed with ωB97M-V/def2-TZVPD.

## Properties
energy relative to the best compared isomer or geometry (same formula, charge and spin)	4.9	kcal per mole
molecular weight	491.44	g mol⁻¹
gap between HOMO and LUMO	7.7	eV
HOMO	-18.3	eV
charge	+3

The geometry in XYZ format:
```
68
C22H35N8O2Ti | the OMol25 dataset | ωB97M-V/def2-TZVPD
Ti 0.90597 -0.61578 -0.01618
O 0.27065 -2.39218 3.58917
C 0.37901 -1.56540 2.74492
N 0.10935 -1.75639 1.35014
C -1.01257 -2.57994 1.07143
O -1.75660 -3.04739 1.87531
C -1.21623 -2.72311 -0.40154
C -2.11887 -3.62875 -0.92388
C -2.22972 -3.72406 -2.30285
C -1.43193 -2.90782 -3.09772
C -0.56417 -2.01971 -2.49308
N -0.45903 -1.91561 -1.15789
C 0.83661 -0.16207 2.99088
C 1.02047 0.36327 4.25472
C 1.41286 1.69073 4.35785
C 1.60140 2.43495 3.19669
C 1.40580 1.82927 1.96963
N 1.03244 0.54261 1.86898
H -2.70039 -4.24091 -0.24706
H -2.91530 -4.42983 -2.75344
H -1.47599 -2.96229 -4.17691
H 0.07032 -1.38211 -3.09564
H 0.84769 -0.26338 5.12019
H 1.56401 2.14385 5.32911
H 1.89401 3.47508 3.24141
H 1.53098 2.38234 1.04592
N 1.85700 0.57474 -1.72983
C 3.32203 0.34838 -1.84701
C 3.91953 0.41512 -0.45524
N 3.14121 -0.40963 0.51725
C 3.73506 -1.75073 0.78220
C 3.49139 -2.61345 -0.42750
N 2.05258 -2.45059 -0.77296
H 1.43804 0.45894 -2.64919
H 1.68485 1.55495 -1.50380
H 3.79339 1.09429 -2.48739
H 3.47544 -0.62037 -2.31614
H 3.89310 1.44980 -0.10725
H 4.96739 0.11117 -0.46552
H 3.18744 0.08495 1.40135
H 3.23417 -2.16965 1.65824
H 4.79764 -1.66676 1.01469
H 3.73363 -3.65732 -0.23361
H 4.10366 -2.29388 -1.26766
H 1.53153 -3.16507 -0.26764
H 1.90390 -2.67025 -1.75483
C -4.09866 3.53134 -1.26907
C -3.95508 2.01843 -1.29760
N -2.82696 1.53253 -0.46473
C -3.06651 1.55084 0.99315
C -2.39797 2.71401 1.72049
C -1.68691 1.12088 -0.97266
C -1.50847 1.13299 -2.45987
N -0.67186 0.71815 -0.18339
H -4.91209 3.82423 -1.93129
H -3.18922 4.02792 -1.61117
H -4.34470 3.89649 -0.27288
H -3.82990 1.66103 -2.31382
H -4.85114 1.53811 -0.90552
H -2.76574 0.58450 1.40919
H -4.14362 1.61344 1.12736
H -1.30921 2.70693 1.63335
H -2.65113 2.66428 2.77918
H -2.74925 3.67009 1.33819
H -1.70864 2.12642 -2.86071
H -2.18911 0.43501 -2.94750
H -0.49361 0.86289 -2.72256
H -0.91397 0.89946 0.78354
```

Formally, the natural (NBO) partial charges of the atoms, in units of the elementary charge, are as follows: Ti 1.857; O -0.400; C 0.651; N -0.822; C 0.645; O -0.432; C 0.094; C -0.160; C -0.091; C -0.207; C 0.036; N -0.505; C 0.089; C -0.160; C -0.094; C -0.193; C 0.026; N -0.520; H 0.286; H 0.272; H 0.270; H 0.206; H 0.287; H 0.273; H 0.270; H 0.221; N -0.862; C -0.234; C -0.249; N -0.640; C -0.236; C -0.247; N -0.823; H 0.413; H 0.412; H 0.252; H 0.210; H 0.229; H 0.254; H 0.417; H 0.230; H 0.251; H 0.259; H 0.220; H 0.420; H 0.412; C -0.628; C -0.215; N -0.319; C -0.239; C -0.625; C 0.565; C -0.666; N -0.906; H 0.262; H 0.215; H 0.225; H 0.218; H 0.234; H 0.209; H 0.252; H 0.185; H 0.254; H 0.245; H 0.277; H 0.264; H 0.201; H 0.405



3.
A structure of composition C22H35NO4P2Sn, computed with ωB97M-V/def2-TZVPD.

## Properties
energy relative to the best compared isomer or geometry (same formula, charge and spin)	37.0	kcal per mole
molecular weight	558.18	g mol⁻¹
gap between HOMO and LUMO (spin up / spin down)	6.8 / 6.8	eV
HOMO (spin up / spin down)	-13.2 / -13.2	eV
charge	+2

The geometry in XYZ format:
```
65
C22H35NO4P2Sn | the OMol25 dataset | ωB97M-V/def2-TZVPD
P -0.55273 2.80832 0.10979
P -1.62926 -0.95103 -1.08211
C -0.18611 1.77057 -1.45703
C -1.24096 0.67776 -1.78597
H 0.86451 1.44507 -1.59473
H -0.31917 2.55704 -2.21510
H -2.21901 1.17796 -1.79287
H -1.03942 0.41190 -2.83122
C -0.32518 -2.16232 -1.27419
H -0.79858 -3.06279 -1.67218
H 0.10087 -2.39617 -0.29280
H 0.44402 -1.83507 -1.97198
C -3.03586 -1.71986 -1.89854
H -2.65188 -2.45711 -2.62483
H -3.63628 -1.00024 -2.47629
H -3.67849 -2.28051 -1.20323
C 0.98069 3.08773 1.15076
H 0.62755 3.52904 2.10176
H 1.68454 3.80266 0.68357
H 1.52001 2.16283 1.42314
C -0.45939 4.49621 -0.58511
H -1.24738 4.59717 -1.33483
H 0.50975 4.72655 -1.02784
H -0.64656 5.20913 0.22556
Sn 2.72985 0.05042 0.50517
C 2.70025 -0.29379 -1.96957
C 3.47868 -1.15379 -1.15862
C 4.99390 -0.97571 -0.96642
C 5.43433 0.50103 -0.73596
C 4.40304 1.35732 0.03330
C 3.54828 2.24236 -0.68715
C 3.40419 2.17775 -2.17224
C 3.30773 0.74899 -2.84486
C 1.36282 -0.08409 2.19679
H 1.73406 -0.65846 -2.31925
H 3.09514 -2.17616 -1.03228
H 5.49385 -1.39538 -1.85540
H 5.31684 -1.59934 -0.11388
H 6.34016 0.48720 -0.10043
H 5.67565 0.96155 -1.71555
H 4.71163 1.66071 1.05418
H 3.38270 3.23091 -0.21769
H 4.27918 2.68774 -2.60555
H 2.52293 2.76061 -2.51998
H 2.66579 0.87026 -3.74815
H 4.28334 0.44066 -3.25256
H 0.45914 0.51789 2.08309
H 1.87260 0.32921 3.06715
H 1.12377 -1.13388 2.37632
O -1.01501 -2.75581 1.54506
C -1.90873 -1.93774 1.41891
O -1.80240 -0.83346 0.52974
C -3.18899 -1.98240 2.14907
C -3.36233 -2.98888 3.12004
C -4.63571 -3.28343 3.60896
C -5.73255 -2.47583 3.23380
C -5.54157 -1.39591 2.33007
C -4.25993 -1.11513 1.84938
N -7.04452 -2.79967 3.68871
O -7.20601 -3.79683 4.42893
O -7.98086 -2.07425 3.27057
H -2.47636 -3.55838 3.41608
H -4.74379 -4.12394 4.29367
H -6.39295 -0.78873 2.01997
H -4.09382 -0.23847 1.22287
```

Formally, the natural (NBO) partial charges of the atoms, in units of the elementary charge, are as follows: P 0.771; P 1.900; C -0.719; C -0.775; H 0.245; H 0.258; H 0.278; H 0.271; C -1.030; H 0.280; H 0.301; H 0.253; C -1.019; H 0.286; H 0.290; H 0.303; C -0.915; H 0.266; H 0.218; H 0.194; C -0.932; H 0.241; H 0.220; H 0.262; Sn 1.222; C -0.258; C -0.392; C -0.440; C -0.439; C -0.469; C -0.090; C -0.478; C -0.474; C -0.949; H 0.211; H 0.269; H 0.250; H 0.245; H 0.265; H 0.231; H 0.276; H 0.249; H 0.263; H 0.241; H 0.248; H 0.244; H 0.244; H 0.265; H 0.263; O -0.531; C 0.800; O -0.805; C -0.205; C -0.124; C -0.198; C 0.158; C -0.189; C -0.175; N 0.461; O -0.324; O -0.340; H 0.251; H 0.275; H 0.270; H 0.232



4.
A structure of composition C22H35O3Ru, computed with ωB97M-V/def2-TZVPD.

## Properties
2S+1	6
molecular weight	448.59	g mol⁻¹
<S²>	8.78
gap between HOMO and LUMO (spin up / spin down)	5.3 / 5.9	eV
HOMO (spin up / spin down)	-4.5 / -7.8	eV

The geometry in XYZ format:
```
61
C22H35O3Ru | the OMol25 dataset | ωB97M-V/def2-TZVPD
O 0.11371 -0.33799 -4.21752
C -0.05337 1.03095 -4.76419
C -0.18339 0.58359 -6.21619
H 0.81996 1.70139 -4.57957
H -0.98581 1.49888 -4.38750
C -0.04262 -0.83932 -5.59243
H 0.64091 0.87867 -6.86913
H -1.17248 0.75323 -6.64850
C 1.22132 -1.59321 -6.00503
H 2.08559 -0.91214 -5.90257
H 1.12499 -1.89443 -7.06039
H 1.29824 -2.49202 -5.36778
C -1.31065 -1.69648 -5.79463
H -2.22914 -1.12924 -5.53778
H -1.22688 -2.63980 -5.21719
H -1.35113 -1.95107 -6.86704
Ru -0.61115 -0.73638 2.81757
C -2.40274 -1.00107 3.87771
C -2.15130 0.40180 4.03047
C -2.12356 1.00088 2.73030
H -1.99079 0.91852 4.97798
C -2.39678 -0.01961 1.75845
C -2.57776 -1.26579 2.46506
H -2.80812 -2.22088 2.00546
H -2.48587 -1.72769 4.68457
H -1.88013 2.03741 2.49731
H -2.46673 0.11982 0.68430
C 0.63782 -1.93653 4.09580
C -0.16863 -2.68400 3.15524
C 0.36172 -2.44166 1.83324
H -0.94172 -3.40290 3.41042
C 1.50568 -1.60603 1.97203
C 1.70811 -1.33871 3.34573
H 2.55755 -0.81651 3.78470
H 0.47955 -1.89815 5.17491
H -0.02075 -2.87861 0.90915
H 2.10256 -1.22315 1.13765
O 1.12980 0.12385 -0.77355
C -0.13437 -0.50350 -1.23581
C -0.95185 0.60443 -1.97872
H -0.71700 -0.84972 -0.33685
H 0.11135 -1.37697 -1.85388
C 0.01584 1.77472 -1.97877
H -1.85076 0.88516 -1.42317
H -1.22319 0.25061 -2.95690
C 0.63287 1.51205 -0.60777
H -0.40993 2.76470 -2.18297
H 0.80682 1.53580 -2.69710
H -0.18121 1.50427 0.14915
H 1.37724 2.21023 -0.22080
C 0.90763 1.58488 5.37099
C 1.26765 2.02975 3.97859
C 2.75577 2.23055 3.68575
O 0.79531 1.17956 2.97211
H 1.23847 0.56377 5.55956
H -0.17224 1.63011 5.49206
H 1.35271 2.23634 6.12575
H 0.79522 3.01184 3.78564
H 3.29550 1.27098 3.68737
H 2.86685 2.68619 2.69039
H 3.21537 2.89860 4.42828
```

Formally, the natural (NBO) partial charges of the atoms, in units of the elementary charge, are as follows: O -0.567; C -0.069; C -0.474; H 0.190; H 0.185; C 0.290; H 0.212; H 0.209; C -0.627; H 0.216; H 0.209; H 0.219; C -0.632; H 0.213; H 0.217; H 0.213; Ru 0.759; C -0.338; C -0.306; C -0.315; H 0.229; C -0.325; C -0.310; H 0.243; H 0.243; H 0.232; H 0.239; C -0.359; C -0.319; C -0.306; H 0.241; C -0.291; C -0.279; H 0.220; H 0.235; H 0.232; H 0.256; O -0.546; C -0.088; C -0.438; H 0.174; H 0.202; C -0.429; H 0.188; H 0.238; C -0.075; H 0.210; H 0.212; H 0.158; H 0.193; C -0.637; C 0.039; C -0.609; O -0.302; H 0.223; H 0.219; H 0.215; H 0.215; H 0.216; H 0.223; H 0.215